# 1
{
  "formula": "C13H6BrCl3F2NO3Rh",
  "method": "ωB97M-V/def2-TZVPD",
  "e_tot_ha": -5044.3254,
  "e_above_lowest_kj_mol": 38.9,
  "e_lumo_ev": [-1.257, -1.258],
  "orbital_gap_ev": [7.3, 7.3],
  "homo_energy_ev": [-8.52, -8.51],
  "species": ["Rh", "Br", "C", "C", "C", "C", "C", "N", "C", "O", "O", "H", "H", "H", "Cl", "C", "C", "C", "Cl", "C", "O", "C", "Cl", "C", "H", "H", "F", "C", "F", "H"],
  "positions_angstrom": [[1.15608, -0.71656, -0.60070], [1.55172, -0.88461, 2.79472], [1.62753, 0.75285, 1.88833], [1.56158, 1.93083, 2.60443], [1.65016, 3.12888, 1.91306], [1.82523, 3.11909, 0.54140], [1.86359, 1.90412, -0.10579], [1.75728, 0.74581, 0.56046], [1.98981, 1.77400, -1.60006], [2.28002, 2.73513, -2.26983], [1.74945, 0.57328, -2.04396], [1.43314, 1.89877, 3.67549], [1.58305, 4.06478, 2.45255], [1.93387, 4.01652, -0.05075], [-5.64382, -2.51286, -1.87717], [-4.15327, -1.90126, -1.20799], [-2.95021, -2.41841, -1.63870], [-1.80059, -1.89697, -1.07489], [-0.22975, -2.51251, -1.60813], [-1.76005, -0.90053, -0.10604], [-0.63521, -0.44041, 0.39977], [-3.01512, -0.40339, 0.27411], [-3.07128, 0.87358, 1.44865], [-4.19214, -0.88962, -0.25823], [-2.90799, -3.19644, -2.38783], [-5.13788, -0.47520, 0.06074], [3.79478, -1.26275, -0.26571], [2.60102, -1.89841, -0.41679], [2.70166, -2.65701, -1.54755], [2.43737, -2.55070, 0.44642]],
  "forces_ev_per_a": [[-2.56, 1.01, 0.01], [-0.01, -0.04, -0.02], [0.07, 0.04, -0.05], [0.05, 0.10, -0.03], [-0.01, 0.04, 0.12], [0.14, 0.03, -0.08], [0.12, 0.12, 0.23], [-0.07, 0.23, 0.46], [0.11, -0.21, -0.30], [-0.08, 0.06, 0.01], [0.67, -0.61, -0.10], [0.02, -0.01, 0.00], [0.02, -0.02, -0.01], [-0.05, -0.01, 0.00], [0.18, 0.08, 0.09], [-0.26, -0.01, -0.04], [0.15, -0.03, 0.02], [0.15, -0.33, -0.30], [-0.05, 0.20, -0.21], [0.50, 0.17, 0.30], [-0.71, -0.19, 0.17], [-0.22, 0.12, 0.20], [0.02, -0.12, -0.09], [-0.04, 0.01, -0.02], [0.01, 0.02, 0.01], [0.01, -0.01, 0.00], [0.07, -0.16, 0.13], [1.64, -0.12, -0.62], [0.15, -0.24, 0.09], [-0.01, -0.14, 0.04]]
}


# 2
{
  "formula": "C4H8O2",
  "method": "ωB97M-V/def2-TZVPD",
  "smiles": "C[C@H]1O[C@H]1CO",
  "e_tot_ha": -307.6354,
  "e_above_lowest_kj_mol": 202.2,
  "e_lumo_ev": 1.039,
  "orbital_gap_ev": 11.3,
  "homo_energy_ev": -10.26,
  "species": ["C", "C", "O", "C", "C", "O", "H", "H", "H", "H", "H", "H", "H", "H"],
  "positions_angstrom": [[-1.52328, -1.10194, 0.21662], [-0.34792, -0.52968, 0.95567], [0.98243, -0.77104, 0.52177], [0.48237, 0.58096, 0.48546], [0.65029, 1.10758, -0.92078], [2.04195, 1.01677, -1.15589], [-1.41099, -1.02537, -0.86780], [-2.41720, -0.54353, 0.51975], [-1.67438, -2.15184, 0.48479], [-0.40929, -0.62937, 2.04101], [0.90966, 1.24510, 1.23922], [0.36378, 2.15947, -1.03046], [0.08835, 0.51364, -1.65821], [2.26423, 0.12925, -0.83116]],
  "forces_ev_per_a": [[0.02, -0.03, -0.07], [-0.34, 0.08, 0.12], [0.11, -0.21, 0.18], [0.11, 0.21, 0.00], [-0.33, 0.05, 0.05], [0.12, -0.15, -0.22], [0.01, -0.02, 0.16], [0.10, -0.13, -0.09], [0.03, 0.12, -0.07], [-0.20, 0.13, -0.10], [0.05, -0.19, -0.06], [0.02, -0.20, 0.14], [0.05, 0.09, 0.23], [0.24, 0.24, -0.27]]
}


# 3
{
  "formula": "C3H8NO3",
  "method": "ωB97M-V/def2-TZVPD",
  "e_tot_ha": -399.5682,
  "e_above_lowest_kj_mol": 287.9,
  "e_lumo_ev": 3.699,
  "orbital_gap_ev": 6.5,
  "homo_energy_ev": -2.81,
  "charge": -1,
  "species": ["O", "C", "C", "N", "C", "O", "H", "H", "H", "H", "H", "H", "H", "H", "O"],
  "positions_angstrom": [[2.63203, -1.05699, 0.15336], [1.53413, -0.87923, 0.63531], [0.84109, 0.45993, 0.55108], [-0.25282, 0.38446, -0.39811], [-1.17677, 1.57151, -0.41599], [-2.16550, 1.43991, -1.28382], [0.97277, -1.65369, 1.17978], [1.57291, 1.26219, 0.33760], [0.47108, 0.73697, 1.54896], [0.08416, 0.15010, -1.32772], [-0.49072, 2.44301, -0.67686], [-1.51903, 1.72192, 0.63383], [-1.09932, -1.46164, -0.15281], [-0.38518, -2.67513, -0.73454], [-1.01882, -2.44332, -0.05006]],
  "forces_ev_per_a": [[-0.17, -0.49, 0.11], [0.29, 1.06, 0.10], [0.19, 0.62, -0.05], [-0.07, -1.15, 0.94], [-0.47, 0.62, -1.41], [0.33, -0.10, 0.23], [0.12, -0.25, -0.15], [0.13, -0.30, -0.25], [-0.37, -0.32, -0.10], [-0.13, 0.48, -0.01], [-0.07, 0.02, 0.36], [0.32, -0.20, 0.30], [0.09, -0.19, 0.02], [-0.03, -0.04, -0.05], [-0.15, 0.25, -0.03]]
}